{
  "formula": "C4H11N2O2",
  "method": "the ωB97M-V functional and the def2-TZVPD basis",
  "relative_energy_kcal_mol": 97.2,
  "charge": -1,
  "orbital_gap_ev": 6.173,
  "smiles": "[O-]CNCCNCO",
  "elements": ["C", "N", "C", "O", "C", "N", "C", "O", "H", "H", "H", "H", "H", "H", "H", "H", "H", "H", "H"],
  "coordinates": [[-0.8262, 0.8350, -0.0745], [-0.3589, 1.3862, -1.3989], [0.9791, 0.9441, -1.7565], [1.9811, 1.8890, -1.4698], [-0.8015, -0.6925, -0.0462], [0.2469, -1.2040, 0.8199], [-0.0898, -1.3096, 2.3372], [-1.4000, -1.4275, 2.4726], [-0.3171, 1.3719, 0.7198], [-1.8919, 1.1836, 0.0839], [-1.0012, 1.0012, -2.0750], [1.2891, -0.0884, -1.5877], [0.9875, 0.9478, -2.8797], [2.0376, 1.9855, -0.5152], [-0.7694, -1.2011, -1.0051], [-1.7074, -1.1153, 0.4378], [0.8589, -1.8279, 0.3220], [0.2934, -0.4438, 2.9820], [0.4899, -2.2342, 2.6335]]
}

---

{
  "formula": "C47H51N3O4P3PtS3Se2Si",
  "method": "the ωB97M-V functional and the def2-TZVPD basis",
  "relative_energy_kcal_mol": 71.0,
  "charge": -1,
  "orbital_gap_ev": 6.938,
  "elements": ["Pt", "O", "S", "O", "O", "O", "Se", "P", "C", "C", "C", "C", "C", "C", "C", "C", "C", "C", "C", "C", "C", "C", "N", "N", "N", "P", "Se", "C", "C", "C", "C", "C", "C", "C", "C", "C", "C", "C", "C", "H", "H", "H", "H", "H", "H", "H", "H", "H", "H", "H", "H", "H", "H", "H", "H", "H", "H", "H", "H", "C", "Si", "C", "C", "C", "C", "C", "C", "C", "C", "H", "H", "H", "H", "H", "H", "H", "H", "H", "H", "H", "H", "H", "H", "H", "H", "H", "H", "H", "H", "H", "S", "P", "S", "C", "C", "C", "C", "C", "C", "C", "C", "C", "C", "C", "C", "H", "H", "H", "H", "H", "H", "H", "H", "H", "H"],
  "coordinates": [[0.2226, 0.9563, -0.3606], [-0.3142, -2.4495, 3.0498], [0.1831, -1.3824, 2.2296], [-0.1780, -0.0492, 2.5640], [1.6459, -1.5458, 1.9261], [-0.4489, -1.5671, 0.7357], [7.3311, 1.0309, -0.1449], [6.0995, -0.6656, -0.1739], [6.5355, -1.7799, -1.5539], [6.5574, -1.1747, -2.8115], [6.8197, -1.9268, -3.9444], [7.0679, -3.2899, -3.8379], [7.0566, -3.8958, -2.5923], [6.7924, -3.1433, -1.4542], [6.1823, -1.5552, 1.3946], [7.3250, -2.2931, 1.7071], [7.4525, -2.8798, 2.9540], [6.4526, -2.7144, 3.9070], [5.3393, -1.9433, 3.6168], [5.2060, -1.3565, 2.3658], [4.3535, -0.2694, -0.4780], [3.0764, -0.7190, -0.1291], [2.1995, 0.2093, -0.6212], [2.9191, 1.1193, -1.2751], [4.1888, 0.8656, -1.1850], [2.4418, -2.3767, 0.1750], [0.3193, -2.7432, -0.4074], [3.1452, -3.6284, 1.3061], [2.4391, -4.1529, 2.3856], [2.9972, -5.1789, 3.1367], [4.2587, -5.6716, 2.8384], [4.9620, -5.1527, 1.7611], [4.3944, -4.1521, 0.9913], [2.8902, -3.1717, -1.4413], [2.6584, -4.5438, -1.5915], [2.8034, -5.1587, -2.8279], [3.1800, -4.4115, -3.9327], [3.3942, -3.0464, -3.8002], [3.2397, -2.4274, -2.5700], [6.3737, -0.1088, -2.8871], [6.8315, -1.4451, -4.9142], [7.2713, -3.8765, -4.7254], [7.2576, -4.9559, -2.4984], [6.8285, -3.6254, -0.4886], [8.1239, -2.3841, 0.9811], [8.3382, -3.4566, 3.1899], [6.5523, -3.1766, 4.8813], [4.5629, -1.7967, 4.3567], [4.3351, -0.7457, 2.1583], [1.4583, -3.7882, 2.6477], [2.4337, -5.5861, 3.9666], [4.6911, -6.4611, 3.4407], [5.9474, -5.5265, 1.5129], [4.9204, -3.7787, 0.1286], [2.3733, -5.1430, -0.7354], [2.6214, -6.2219, -2.9222], [3.3006, -4.8895, -4.8969], [3.6787, -2.4525, -4.6590], [3.3882, -1.3575, -2.5033], [-0.6439, 4.1743, 0.1535], [0.8833, 3.1863, -0.3031], [2.0104, 3.5034, 1.2379], [1.1993, 3.1356, 2.4918], [2.3455, 5.0025, 1.3231], [3.3238, 2.7230, 1.2965], [1.5281, 3.9571, -1.9699], [1.0317, 3.1083, -3.1460], [0.9052, 5.3599, -2.1107], [3.0455, 4.1377, -2.1129], [-0.4024, 5.2143, 0.3885], [-1.0834, 3.7194, 1.0373], [-1.3970, 4.1775, -0.6299], [0.3250, 3.7767, 2.6207], [1.8350, 3.2664, 3.3777], [0.8589, 2.0981, 2.4694], [1.4505, 5.6277, 1.3255], [2.9931, 5.3379, 0.5116], [2.8775, 5.1938, 2.2638], [3.1391, 1.6474, 1.3274], [3.8589, 2.9857, 2.2184], [3.9857, 2.9384, 0.4582], [-0.0558, 3.0107, -3.1414], [1.4584, 2.1054, -3.1148], [1.3198, 3.5849, -4.0932], [-0.1851, 5.3334, -2.1419], [1.2537, 5.8105, -3.0484], [1.2037, 6.0254, -1.2960], [3.5795, 3.1967, -2.1951], [3.4827, 4.6972, -1.2839], [3.2441, 4.7136, -3.0272], [-5.2854, 0.9201, 0.1061], [-3.6885, 2.0402, -0.0585], [-2.0495, 0.8871, -0.5066], [-3.9395, 3.2999, -1.3528], [-5.0935, 4.0820, -1.3284], [-5.3178, 5.0259, -2.3188], [-4.4045, 5.1787, -3.3555], [-3.2746, 4.3763, -3.4044], [-3.0460, 3.4379, -2.4067], [-3.3550, 2.9248, 1.4979], [-3.6986, 4.2507, 1.7310], [-3.3941, 4.8455, 2.9484], [-2.7377, 4.1221, 3.9332], [-2.3926, 2.7957, 3.7033], [-2.7041, 2.1967, 2.4940], [-5.8256, 3.9285, -0.5446], [-6.2135, 5.6341, -2.2896], [-4.5827, 5.9138, -4.1310], [-2.5664, 4.4774, -4.2181], [-2.1757, 2.7950, -2.4368], [-4.1681, 4.8395, 0.9536], [-3.6530, 5.8839, 3.1172], [-2.4828, 4.5941, 4.8744], [-1.8599, 2.2309, 4.4578], [-2.4005, 1.1758, 2.2972]]
}

---

{
  "formula": "C12H18N6O3",
  "method": "the ωB97M-V functional and the def2-TZVPD basis",
  "orbital_gap_ev": 6.216,
  "elements": ["C", "N", "C", "C", "C", "N", "C", "C", "C", "H", "H", "H", "H", "H", "H", "H", "H", "H", "H", "H", "H", "H", "H", "C", "O", "C", "N", "C", "N", "O", "N", "O", "C", "C", "N", "H", "H", "H", "H"],
  "coordinates": [[1.8078, -0.0312, -1.5767], [0.5324, -0.7084, -1.5058], [0.5897, -2.0945, -1.9191], [-0.6399, -2.8226, -1.4577], [-1.8567, -2.0941, -1.9512], [-1.7925, -0.6956, -1.5817], [-3.0607, -0.0164, -1.7179], [-0.6328, -0.0391, -1.3842], [-0.6180, 1.3563, -0.9285], [1.8865, 0.7507, -0.8178], [2.5959, -0.7698, -1.3862], [1.9908, 0.4089, -2.5706], [0.6825, -2.1573, -3.0186], [1.4947, -2.5300, -1.4810], [-0.6369, -3.8405, -1.8545], [-0.6525, -2.8833, -0.3645], [-1.9389, -2.1850, -3.0494], [-2.7712, -2.5068, -1.5092], [-3.1163, 0.8621, -1.0746], [-3.2561, 0.2921, -2.7580], [-3.8538, -0.7130, -1.4189], [-1.5211, 1.8994, -1.2117], [0.2724, 1.8882, -1.2760], [0.5585, -1.7637, 3.3327], [1.5037, -0.7204, 3.6758], [1.3059, 0.4270, 3.0285], [2.0934, 1.4533, 3.3919], [1.8176, 2.6018, 2.7851], [2.4717, 3.8095, 2.8780], [1.8922, 4.6153, 1.9224], [0.8489, 3.8752, 1.1754], [0.2829, 4.4359, 0.2557], [0.7574, 2.6488, 1.7795], [0.1356, 1.5008, 1.3567], [0.3534, 0.4152, 2.0805], [0.8536, -2.6015, 3.9579], [-0.4694, -1.4609, 3.5572], [0.6266, -2.0294, 2.2725], [-0.5373, 1.4231, 0.3639]]
}

---

{
  "formula": "C3H8N2O",
  "method": "the ωB97M-V functional and the def2-TZVPD basis",
  "relative_energy_kcal_mol": 85.6,
  "orbital_gap_ev": 10.173,
  "smiles": "[H]/N=C(/C)CNO",
  "elements": ["C", "C", "N", "C", "O", "N", "H", "H", "H", "H", "H", "H", "H", "H"],
  "coordinates": [[0.1694, 0.2235, 1.1905], [-0.3565, -1.2262, -0.9787], [-1.0042, 1.0321, 1.0275], [0.5900, -0.2850, -0.2866], [-0.8699, 1.5878, -0.4628], [1.7996, -0.1727, -0.6983], [-0.0939, 2.1746, -0.4178], [-1.8180, 0.4332, 0.8731], [2.3707, 0.4564, -0.1300], [0.9909, 0.8225, 1.5904], [-0.0059, -0.6693, 1.7953], [-0.7796, -0.7221, -1.8506], [0.1833, -2.1129, -1.3202], [-1.1758, -1.5419, -0.3319]]
}

---

{
  "formula": "C34H49N5O9S3",
  "method": "the ωB97M-V functional and the def2-TZVPD basis",
  "orbital_gap_ev": 9.466,
  "smiles": "CCOS(C)(=O)=O.CCOS(C)(=O)=O.CCOS(C)(=O)=O.c1ccncc1.c1ccncc1.c1ccncc1.c1ccncc1.c1ccncc1",
  "elements": ["O", "S", "O", "O", "C", "C", "C", "H", "H", "H", "H", "H", "H", "H", "H", "O", "S", "O", "O", "C", "C", "C", "H", "H", "H", "H", "H", "H", "H", "H", "O", "S", "O", "O", "C", "C", "C", "H", "H", "H", "H", "H", "H", "H", "H", "N", "C", "C", "C", "C", "C", "H", "H", "H", "H", "H", "N", "C", "C", "C", "C", "C", "H", "H", "H", "H", "H", "N", "C", "C", "C", "C", "C", "H", "H", "H", "H", "H", "N", "C", "C", "C", "C", "C", "H", "H", "H", "H", "H", "N", "C", "C", "C", "C", "C", "H", "H", "H", "H", "H"],
  "coordinates": [[1.7361, 4.5548, -3.8733], [0.9735, 4.4823, -2.6844], [0.2481, 3.2727, -2.4196], [1.7724, 4.9517, -1.4106], [3.2408, 4.6814, -1.3744], [3.6346, 5.1336, 0.0213], [-0.2572, 5.7717, -2.6014], [3.6290, 5.4044, -2.1022], [3.4431, 3.6288, -1.5840], [3.4161, 6.1380, 0.2863], [4.6955, 4.9558, 0.1539], [3.2000, 4.5012, 0.7643], [-0.8438, 5.6665, -3.4802], [0.1241, 6.7790, -2.5686], [-0.8237, 5.7401, -1.6495], [2.4866, 2.1735, 1.9090], [1.7766, 2.8431, 2.9747], [2.2517, 4.1181, 3.4160], [0.3093, 2.9521, 2.4166], [-0.6999, 3.5232, 3.3382], [-1.8356, 4.0377, 2.5116], [1.5254, 1.7292, 4.3654], [-0.2552, 4.3404, 3.9034], [-0.9659, 2.7446, 4.0703], [-2.6300, 4.5317, 3.0158], [-2.2360, 3.2037, 1.9731], [-1.4995, 4.7552, 1.7474], [2.4140, 1.6520, 5.0089], [1.3040, 0.7895, 3.8837], [0.6562, 2.1228, 4.8707], [-2.9806, 1.1817, 4.2816], [-2.4835, 0.0939, 3.5311], [-1.0664, -0.0265, 3.3454], [-2.9290, -1.2429, 4.1834], [-2.2016, -2.5349, 3.9690], [-2.6086, -3.1681, 2.6516], [-3.3046, 0.0573, 2.0481], [-2.5477, -3.1267, 4.8558], [-1.1426, -2.3784, 4.1027], [-3.6381, -2.9141, 2.3616], [-2.5053, -4.2347, 2.6614], [-1.8977, -2.7714, 1.9105], [-3.1041, -0.8261, 1.4787], [-2.9105, 0.8658, 1.3994], [-4.3501, 0.2311, 2.2795], [-3.9728, 0.0589, -2.5944], [-4.8298, 0.6362, -1.7916], [-4.6164, 1.7792, -1.0046], [-3.3436, 2.2875, -0.9316], [-2.3622, 1.6426, -1.7206], [-2.7220, 0.6191, -2.5863], [-5.8423, 0.2160, -1.8509], [-5.4488, 2.1574, -0.4203], [-3.0539, 3.0980, -0.2357], [-1.3328, 1.9538, -1.7257], [-1.9527, 0.1130, -3.2276], [0.2578, -0.9085, -6.1782], [-0.3489, 0.3115, -6.1861], [0.2272, 1.5057, -5.7698], [1.5000, 1.4611, -5.3014], [2.1208, 0.2629, -5.2367], [1.5290, -0.9143, -5.7007], [-1.3379, 0.3282, -6.4862], [-0.3693, 2.3982, -5.7535], [2.0020, 2.3367, -4.9530], [3.1454, 0.2759, -4.8947], [2.0426, -1.8741, -5.6756], [-0.6212, -5.0408, 1.3090], [-0.3174, -6.1667, 1.9763], [-0.4060, -7.4629, 1.5722], [-1.1491, -7.5642, 0.3480], [-1.4094, -6.4646, -0.4330], [-1.1319, -5.1789, 0.0925], [0.0286, -5.8776, 2.9957], [-0.0074, -8.3636, 2.1471], [-1.3574, -8.6011, -0.0733], [-1.9078, -6.6076, -1.4061], [-1.2527, -4.2933, -0.4531], [3.8507, -3.8516, 2.6312], [4.1482, -2.6513, 2.0629], [3.8214, -2.3063, 0.7396], [3.3973, -3.3121, -0.0986], [3.1765, -4.6199, 0.4510], [3.3840, -4.8318, 1.8174], [4.4687, -1.8733, 2.7258], [4.0038, -1.2798, 0.4713], [3.1379, -3.2168, -1.1457], [2.7206, -5.4012, -0.1474], [3.1504, -5.7346, 2.3569], [-0.0613, -2.2478, -1.1698], [0.2416, -1.8717, 0.0923], [0.9821, -0.7200, 0.3544], [1.2965, 0.1554, -0.6646], [0.9571, -0.1981, -1.9879], [0.3218, -1.4449, -2.1452], [0.0668, -2.5127, 0.9671], [1.0374, -0.3831, 1.4101], [1.8493, 1.0755, -0.4575], [1.1757, 0.4296, -2.8867], [-0.0061, -1.7121, -3.1687]]
}

---

{
  "formula": "C2H8N2O2",
  "method": "the ωB97M-V functional and the def2-TZVPD basis",
  "relative_energy_kcal_mol": 25.6,
  "orbital_gap_ev": 10.226,
  "smiles": "NCC(N)=O.O",
  "elements": ["N", "C", "C", "N", "O", "H", "H", "H", "H", "H", "H", "H", "H", "O"],
  "coordinates": [[0.7211, -2.5363, 0.9600], [-0.1207, -1.2866, 0.9595], [0.4230, 0.0289, 0.3529], [1.0964, 0.7405, 1.3017], [0.0788, 0.4786, -0.7152], [0.2017, -3.1008, 1.6074], [0.9581, -2.8787, 0.0478], [-1.0890, -1.5474, 0.4590], [-0.3146, -1.1685, 2.0199], [1.2654, 0.3099, 2.1918], [1.4589, 1.6779, 1.1895], [-1.7024, 2.8277, -4.1895], [-1.1770, 3.0497, -2.7590], [-1.7998, 3.4048, -3.4257]]
}

---

| no. | molecular weight (g mol⁻¹) | HOMO (eV) |
| --- | --- | --- |
| 1 | 119.14 | -2.56 |
| 2 | 1292.15 | -5.22 |
| 3 | 294.31 | -6.87 |
| 4 | 88.11 | -9.32 |
| 5 | 767.99 | -9.11 |
| 6 | 92.10 | -9.53 |